1.
37
Properties=species:S:1:pos:R:3 method="wB97M-V/def2-TZVPD" lumo_energy_ev="-14.69 / -17.78" multiplicity=8 charge=+4 fmax_ev_per_a=9.0
I -3.186 2.717 -0.110
I -3.670 -0.094 -1.048
Er -1.150 -1.241 -0.037
Rh 0.286 1.454 1.062
S -0.442 0.935 -1.136
C 1.908 2.240 0.368
C 1.095 1.725 2.689
C 0.839 0.983 -2.792
C 0.135 0.192 -3.872
C 2.187 0.382 -2.478
C 0.903 2.470 -3.077
C -0.368 -3.647 0.944
C 0.628 -2.653 -1.676
O 1.525 1.883 3.767
O 2.861 2.852 0.076
O -0.342 -4.671 1.464
O 1.141 -3.291 -2.501
H 0.661 0.311 -4.828
H -0.896 0.523 -4.006
H 0.118 -0.880 -3.650
H 2.826 0.511 -3.368
H 2.128 -0.695 -2.269
H 2.682 0.872 -1.634
H 1.457 2.706 -3.989
H 1.380 3.005 -2.259
H -0.101 2.871 -3.193
F -1.841 -1.962 5.659
C -1.559 -1.544 4.381
C -2.583 -0.979 3.667
C -2.274 -0.329 2.477
C -0.960 -0.093 2.149
C 0.006 -0.970 2.668
C -0.248 -1.547 3.926
H -3.583 -1.021 4.046
H -3.076 0.013 1.841
H 0.990 -1.089 2.149
H 0.523 -1.939 4.592

---

2.
9
Properties=species:S:1:pos:R:3 method="wB97M-V/def2-TZVPD" lumo_energy_ev="-1.76 / -1.75" multiplicity=1 fmax_ev_per_a=3.2 relative_energy_kj_mol=600.7
C 1.592 0.538 0.535
C -0.379 -0.903 0.800
O -0.969 0.693 -2.156
O 1.062 -0.591 0.472
S -0.344 1.551 -3.180
H 0.950 1.453 0.943
H -0.417 -0.590 1.939
H -0.617 -1.921 0.531
H -0.878 -0.230 0.115

---

3.
151
Properties=species:S:1:pos:R:3 method="wB97M-V/def2-TZVPD" lumo_energy_ev=0.52 multiplicity=1 fmax_ev_per_a=1.0 smiles=FC(F)(F)C(F)(F)[SiH2]CCCCn1cccc1.COCCNCCOC.COCCNCCOC.COCCNCCOC.COCCNCCOC.COCCNCCOC
F -2.374 0.285 -2.935
C -1.344 0.753 -3.620
F -0.950 1.897 -3.070
F -1.768 1.020 -4.857
C -0.177 -0.256 -3.642
F 0.626 0.127 -4.664
F -0.724 -1.457 -3.954
Si 0.808 -0.365 -1.968
C -0.439 -0.185 -0.587
C 0.171 -0.481 0.791
C -0.800 -0.122 1.921
C -0.557 1.244 2.570
N -0.142 2.287 1.656
C 1.131 2.574 1.235
C 1.099 3.630 0.346
C -0.263 4.021 0.235
C -0.991 3.188 1.066
H 1.358 -1.732 -1.903
H 1.867 0.655 -1.940
H -0.834 0.830 -0.576
H -1.265 -0.876 -0.726
H 0.401 -1.542 0.842
H 1.113 0.040 0.925
H -1.814 -0.147 1.524
H -0.768 -0.865 2.713
H -1.482 1.580 3.027
H 0.187 1.166 3.357
H 1.968 2.004 1.594
H 1.934 4.084 -0.150
H -0.644 4.824 -0.365
H -2.053 3.202 1.225
C -9.124 1.068 -6.792
O -9.109 0.108 -5.755
C -8.099 -0.885 -5.883
C -7.035 -0.731 -4.817
N -6.243 0.473 -5.030
C -5.344 0.823 -3.934
C -5.956 1.153 -2.577
O -6.694 2.360 -2.540
C -8.042 2.272 -2.962
H -10.033 1.656 -6.679
H -8.265 1.748 -6.740
H -9.137 0.591 -7.776
H -7.655 -0.863 -6.882
H -8.584 -1.857 -5.752
H -6.371 -1.600 -4.854
H -7.541 -0.736 -3.843
H -6.869 1.250 -5.192
H -4.773 1.699 -4.257
H -4.626 0.011 -3.808
H -5.126 1.298 -1.879
H -6.556 0.326 -2.177
H -8.482 1.302 -2.718
H -8.144 2.458 -4.035
H -8.600 3.049 -2.439
C 8.102 -4.363 0.631
O 8.213 -2.963 0.467
C 8.683 -2.550 -0.810
C 7.596 -1.855 -1.601
N 6.551 -2.788 -2.006
C 5.361 -2.166 -2.579
C 4.539 -1.225 -1.705
O 3.858 -1.855 -0.634
C 4.643 -2.050 0.532
H 7.907 -4.553 1.685
H 7.277 -4.784 0.046
H 9.029 -4.870 0.351
H 9.092 -3.397 -1.368
H 9.495 -1.838 -0.639
H 8.040 -1.414 -2.498
H 7.210 -1.036 -0.980
H 6.276 -3.343 -1.207
H 4.699 -2.974 -2.901
H 5.659 -1.624 -3.482
H 3.759 -0.799 -2.340
H 5.125 -0.376 -1.331
H 5.395 -1.265 0.645
H 5.132 -3.028 0.526
H 3.982 -2.022 1.399
C -5.968 5.813 -7.984
O -5.256 5.276 -6.889
C -5.251 3.854 -6.828
C -3.872 3.299 -7.115
N -3.506 3.479 -8.515
C -2.108 3.180 -8.820
C -1.022 4.012 -8.146
O -0.965 5.362 -8.571
C -1.849 6.248 -7.912
H -6.048 6.888 -7.826
H -5.453 5.642 -8.936
H -6.977 5.394 -8.047
H -6.003 3.425 -7.496
H -5.513 3.579 -5.800
H -3.866 2.230 -6.882
H -3.172 3.798 -6.432
H -3.702 4.432 -8.788
H -1.984 3.289 -9.900
H -1.926 2.126 -8.585
H -0.061 3.576 -8.431
H -1.074 3.961 -7.052
H -2.011 5.960 -6.870
H -2.812 6.317 -8.424
H -1.395 7.239 -7.931
C -0.443 1.005 6.589
O 0.684 1.790 6.260
C 1.128 2.668 7.287
C 2.468 2.202 7.814
N 2.335 0.940 8.531
C 3.596 0.267 8.827
C 4.462 -0.172 7.650
O 3.899 -1.208 6.865
C 2.980 -0.781 5.874
H -0.735 0.475 5.682
H -0.211 0.259 7.358
H -1.283 1.618 6.926
H 0.389 2.740 8.090
H 1.247 3.661 6.845
H 2.876 2.959 8.491
H 3.142 2.124 6.951
H 1.764 0.312 7.982
H 3.355 -0.625 9.410
H 4.193 0.917 9.475
H 5.388 -0.582 8.063
H 4.751 0.669 7.009
H 3.240 0.203 5.477
H 1.955 -0.758 6.257
H 3.010 -1.502 5.058
C 2.584 -4.217 9.119
O 3.025 -5.332 8.367
C 2.005 -6.261 8.023
C 1.724 -6.237 6.535
N 1.085 -4.988 6.141
C 0.991 -4.767 4.702
C 2.282 -4.656 3.898
O 3.049 -3.504 4.194
C 3.916 -3.626 5.310
H 3.469 -3.683 9.461
H 1.979 -3.526 8.521
H 2.005 -4.532 9.992
H 1.093 -6.071 8.595
H 2.370 -7.256 8.292
H 1.060 -7.069 6.284
H 2.680 -6.403 6.019
H 1.593 -4.217 6.553
H 0.438 -3.834 4.560
H 0.380 -5.564 4.267
H 1.999 -4.564 2.845
H 2.906 -5.555 3.974
H 4.304 -4.642 5.413
H 3.428 -3.328 6.242
H 4.755 -2.948 5.150

---

4.
9
Properties=species:S:1:pos:R:3 method="wB97M-V/def2-TZVPD" lumo_energy_ev=0.08 multiplicity=1 fmax_ev_per_a=3.7 relative_energy_kj_mol=298.9
B -1.481 0.533 -0.265
C -0.146 -0.201 -0.177
C 1.355 -0.461 0.048
O -1.047 -0.552 0.703
H -1.549 1.580 0.304
H -2.225 0.192 -1.042
H 1.763 -1.350 0.440
H 1.860 -0.054 -0.848
H 1.470 0.314 0.837

---

5.
19
Properties=species:S:1:pos:R:3 method="wB97M-V/def2-TZVPD" lumo_energy_ev=-2.74 multiplicity=1 charge=+1 fmax_ev_per_a=5.6 smiles="CN1CC(N)=N[N@@H+]1C" relative_energy_kj_mol=373.2
C 1.289 0.917 1.421
N 0.631 0.429 0.253
C 0.799 -0.826 -0.401
C -0.570 -1.506 -0.523
N -0.675 -2.817 -0.735
N -1.486 -0.666 -0.166
N -0.770 0.620 0.243
C -1.256 1.709 -0.616
H 1.230 1.918 1.423
H 0.835 0.531 2.377
H 2.396 0.541 1.574
H 1.669 -1.389 0.212
H 1.256 -0.655 -1.374
H 0.184 -3.237 -0.994
H -1.590 -3.125 -1.256
H -1.156 0.724 1.186
H -1.236 1.283 -1.687
H -2.388 1.908 -0.467
H -0.511 2.512 -0.598

---

6.
76
Properties=species:S:1:pos:R:3 method="wB97M-V/def2-TZVPD" lumo_energy_ev="-9.01 / -9.39" multiplicity=3 charge=+3 fmax_ev_per_a=2.0 relative_energy_kj_mol=58.7
Mo 0.073 0.419 -0.573
N -0.955 -1.621 -0.793
N -1.882 -1.822 -1.821
C -1.943 -0.965 -2.845
N -2.700 -1.288 -3.877
S -1.094 0.513 -2.824
H -0.220 -2.306 -0.868
H -1.448 -1.760 0.098
H -2.283 -2.741 -1.900
H -3.191 -2.167 -3.952
H -2.808 -0.637 -4.639
C 0.172 2.983 2.284
P 0.656 2.625 0.563
C 2.356 3.290 0.566
C -0.412 3.787 -0.363
C -1.888 3.333 -0.298
P -2.132 1.519 0.011
C -3.680 1.172 -0.885
C -2.766 1.360 1.723
H 0.403 4.035 2.449
H 0.755 2.391 2.990
H -0.885 2.829 2.476
H 2.319 4.338 0.271
H 3.018 2.759 -0.105
H 2.749 3.222 1.578
H -0.056 3.813 -1.386
H -0.292 4.783 0.059
H -2.390 3.559 -1.236
H -2.428 3.865 0.483
H -4.452 1.804 -0.443
H -3.973 0.129 -0.750
H -3.596 1.397 -1.941
H -3.298 2.270 2.004
H -1.988 1.144 2.446
H -3.474 0.533 1.735
C 3.098 2.617 -4.675
As 2.358 0.981 -4.011
C 1.086 0.389 -5.308
C 3.821 -0.255 -4.011
S 1.665 1.684 -2.055
H 3.475 2.430 -5.680
H 3.919 2.923 -4.033
H 2.342 3.396 -4.704
H 1.643 0.334 -6.245
H 0.285 1.115 -5.397
H 0.712 -0.591 -5.037
H 4.390 -0.029 -4.912
H 3.446 -1.272 -4.043
H 4.447 -0.096 -3.139
O 1.470 -1.602 -2.702
C 2.074 -1.634 -1.636
O 1.736 -0.980 -0.547
H 3.019 -2.180 -1.549
C 2.765 -0.023 2.342
Sb 0.739 -0.565 2.017
C 0.969 -2.668 2.087
C -0.012 -0.181 3.969
H 3.174 -0.729 3.062
H 2.845 0.984 2.751
H 3.317 -0.091 1.408
H 1.520 -2.875 3.008
H 1.561 -3.006 1.238
H 0.007 -3.177 2.120
H 0.026 -1.137 4.498
H -1.029 0.203 3.997
H 0.663 0.519 4.463
C -3.088 -2.596 3.853
C -3.090 -2.401 2.373
C -4.256 -2.943 1.604
O -2.158 -1.835 1.803
H -3.189 -3.664 4.080
H -3.964 -2.110 4.294
H -2.181 -2.209 4.309
H -5.193 -2.804 2.147
H -4.124 -4.026 1.492
H -4.326 -2.493 0.615